Record 1
Here is a molecular structure, C39H52BN13O2PRbSSe2 from the OMol25 dataset. Energies are from ωB97M-V/def2-TZVPD.

Properties
energy: -216901.1260 eV
energy above the lowest of the compared OMol25 structures with the same formula, charge and spin: 189.92 kJ/mol
LUMO energy: 2.879 eV
M: 1052.17 Da
HOMO level: 0.361 eV

The geometry in ORCA input format:
```
! RIJCOSX wB97M-V def2-TZVPD def2/J DEFGRID3
* xyz -2 1
Rb 0.7932 0.1267 -0.9425
C 2.1175 -5.6717 -0.3050
N 2.7579 -4.4189 -0.7088
C 3.8242 -3.8121 -0.0243
C 3.8135 -2.4876 -0.4495
N 2.6629 -2.2176 -1.2102
C 2.0287 -3.3822 -1.3350
P 0.6799 -3.8869 -2.5032
C 0.7245 -2.6784 -3.8153
N 0.7066 -1.3185 -3.6291
C 0.8935 -0.7504 -4.9067
C 0.7539 -1.6890 -5.8671
N 0.6411 -2.9089 -5.2026
C 0.8398 -4.1696 -5.8846
C -0.8882 -3.4288 -1.7604
N -1.0337 -2.2960 -1.0843
C -2.3621 -2.2702 -0.6656
C -3.0300 -3.3906 -1.1044
N -2.1133 -4.0804 -1.9156
C -2.3297 -5.4118 -2.5224
H 1.7857 -5.6806 0.7705
H 1.1827 -5.8025 -0.8361
H 2.8212 -6.4968 -0.4541
H 4.6372 -4.2939 0.4217
H 4.6238 -1.7323 -0.3157
H 0.9366 0.3009 -5.0552
H 0.7425 -1.5093 -6.9194
H 0.0912 -4.3274 -6.6585
H 1.8392 -4.2115 -6.4187
H 0.9819 -5.0345 -5.2354
H -2.7788 -1.4758 -0.0831
H -4.0658 -3.7653 -0.9391
H -1.5305 -5.5674 -3.2643
H -2.2270 -6.1263 -1.6447
H -3.3511 -5.4217 -2.8432
C 4.6326 0.7189 -3.3068
C 3.8701 1.7169 -2.4863
C 3.3489 2.9884 -2.8519
C 2.8295 3.6037 -1.6679
C 2.2590 4.9590 -1.4541
N 2.9810 2.6553 -0.6871
N 3.6620 1.5827 -1.1809
B 2.5597 2.7425 0.8132
N 2.9039 1.4566 1.5940
N 1.8703 0.6327 2.0502
C 2.4611 -0.4843 2.5606
C 1.6374 -1.6097 3.0839
C 3.8930 -0.3181 2.5991
C 4.1040 0.9477 2.0191
C 5.4426 1.5527 1.9131
N 1.0644 3.2447 1.0455
N -0.0121 2.5183 0.4455
C -1.1154 2.7496 1.1783
C -2.4612 2.2826 0.8225
C -0.7889 3.6522 2.2325
C 0.5993 3.9120 2.1183
C 1.4165 4.8162 3.0007
H 3.9050 0.0029 -3.8175
H 5.1666 1.2982 -4.0943
H 5.3266 0.1170 -2.6761
H 3.3951 3.4120 -3.8330
H 1.9147 5.2703 -2.4661
H 1.4087 5.0580 -0.7406
H 3.0585 5.6642 -1.2143
H 3.1923 3.5442 1.3682
H 0.7459 -1.6836 2.4675
H 2.2057 -2.5758 3.1109
H 1.3529 -1.3461 4.1153
H 4.5518 -1.0129 3.1144
H 6.1286 0.7244 1.5707
H 5.4260 2.3623 1.1474
H 5.8193 1.9133 2.9076
H -3.0943 3.1471 0.4926
H -2.4192 1.5091 0.0347
H -2.9825 1.7387 1.6483
H -1.4673 4.0406 2.9954
H 1.0290 4.7366 4.0299
H 2.4690 4.5458 3.0467
H 1.2429 5.8214 2.5785
O -4.2117 1.4535 4.7585
C -4.6424 0.4065 5.5999
C -4.3607 -1.0485 5.1388
C -4.6203 -1.9816 6.3454
O -3.7004 -1.7535 7.3533
C -5.3769 -1.5196 4.1063
Se -5.6875 -0.6554 2.3485
C -2.9434 -1.2432 4.5611
Se -2.5794 -2.9664 3.5582
H -4.5588 1.3107 3.8967
H -5.7097 0.4357 5.9085
H -4.0990 0.5832 6.5379
H -4.4812 -3.0309 6.0317
H -5.6734 -1.9269 6.7112
H -4.1184 -1.7893 8.2252
H -6.4253 -1.5385 4.5143
H -5.1649 -2.5489 3.8049
H -2.1614 -1.4245 5.4022
H -2.6186 -0.5235 3.7950
S -3.9754 1.6050 -2.5195
C -2.5871 0.6651 -2.9991
N -1.4478 1.2838 -3.2235
C -1.6662 2.6297 -3.1556
C -0.7204 3.5917 -3.6314
C -1.0418 4.9185 -3.4471
C -2.3723 5.2234 -3.0291
C -3.2425 4.3098 -2.4816
C -2.9940 2.9937 -2.6879
H -2.6333 -0.4224 -2.8155
H 0.1982 3.1402 -4.0578
H -0.2563 5.6399 -3.6723
H -2.6335 6.2698 -3.1319
H -4.1961 4.5921 -2.0615
*
```

Atomic partial charges in e from the Mulliken method, atoms 1 to 99: atom 1 (Rb): 0.87, atom 2 (C): -0.83, atom 3 (N): 0.23, atom 4 (C): -0.92, atom 5 (C): -0.28, atom 6 (N): 0.18, atom 7 (C): 0.01, atom 8 (P): -0.84, atom 9 (C): -0.05, atom 10 (N): 0.62, atom 11 (C): -0.59, atom 12 (C): -0.73, atom 13 (N): 0.31, atom 14 (C): -1.07, atom 15 (C): -0.24, atom 16 (N): 0.63, atom 17 (C): -0.84, atom 18 (C): -0.70, atom 19 (N): 0.30, atom 20 (C): -0.89, atom 21 (H): 0.32, atom 22 (H): 0.32, atom 23 (H): 0.33, atom 24 (H): 0.56, atom 25 (H): 0.27, atom 26 (H): 0.35, atom 27 (H): 0.45, atom 28 (H): 0.35, atom 29 (H): 0.32, atom 30 (H): 0.37, atom 31 (H): 0.65, atom 32 (H): 0.43, atom 33 (H): 0.23, atom 34 (H): 0.29, atom 35 (H): 0.38, atom 36 (C): -1.12, atom 37 (C): 0.69, atom 38 (C): -1.24, atom 39 (C): 0.49, atom 40 (C): -1.04, atom 41 (N): 1.47, atom 42 (N): -0.74, atom 43 (B): -0.89, atom 44 (N): 1.28, atom 45 (N): -0.66, atom 46 (C): 0.64, atom 47 (C): -1.07, atom 48 (C): -1.03, atom 49 (C): 0.67, atom 50 (C): -1.41, atom 51 (N): 0.25, atom 52 (N): 0.40, atom 53 (C): 0.07, atom 54 (C): -0.06, atom 55 (C): -1.05, atom 56 (C): 0.41, atom 57 (C): -1.51, atom 58 (H): 0.05, atom 59 (H): 0.36, atom 60 (H): 0.25, atom 61 (H): 0.44, atom 62 (H): 0.28, atom 63 (H): 0.14, atom 64 (H): 0.19, atom 65 (H): -0.15, atom 66 (H): 0.25, atom 67 (H): 0.21, atom 68 (H): 0.26, atom 69 (H): 0.35, atom 70 (H): 0.30, atom 71 (H): 0.27, atom 72 (H): 0.26, atom 73 (H): 0.15, atom 74 (H): -0.48, atom 75 (H): 0.07, atom 76 (H): 0.47, atom 77 (H): 0.38, atom 78 (H): 0.22, atom 79 (H): 0.28, atom 80 (O): -0.50, atom 81 (C): -1.15, atom 82 (C): 2.41, atom 83 (C): -1.33, atom 84 (O): -0.52, atom 85 (C): -1.25, atom 86 (Se): -0.71, atom 87 (C): -1.15, atom 88 (Se): -0.74, atom 89 (H): 0.29, atom 90 (H): 0.22, atom 91 (H): 0.37, atom 92 (H): 0.30, atom 93 (H): 0.52, atom 94 (H): 0.30, atom 95 (H): 0.31, atom 96 (H): 0.32, atom 97 (H): 0.22, atom 98 (H): 0.10, atom 99 (S): -0.16

=====

Record 2
Here is a molecular structure, C39H52Cl2OP4Pd from the OMol25 dataset. Energies are from ωB97M-V/def2-TZVPD.

Properties
energy: -108993.9523 eV
LUMO energy (spin up / spin down): -4.751 / -6.962 eV
M: 838.07 Da
HOMO level (spin up / spin down): -10.522 / -12.486 eV

The geometry in ORCA input format:
```
! RIJCOSX wB97M-V def2-TZVPD def2/J DEFGRID3
* xyz 2 5
P -2.0457 -1.5915 -3.1823
C -3.3784 -2.3334 -2.3806
C -4.5491 -1.9551 -3.0916
H -4.4970 -1.1242 -3.7861
C -5.7045 -2.6971 -2.8913
H -6.5921 -2.4423 -3.4743
C -5.7117 -3.7465 -1.9826
H -6.6291 -4.3363 -1.8436
C -4.5754 -4.0841 -1.2226
H -4.5990 -4.8986 -0.5113
C -3.3898 -3.3498 -1.4060
H -2.4936 -3.5568 -0.8272
C -2.1219 0.1282 -3.4595
C -2.9104 1.0533 -2.7416
H -3.4702 0.7417 -1.8664
C -2.9687 2.3849 -3.1935
H -3.5860 3.1057 -2.6513
C -2.2753 2.7474 -4.3444
H -2.3605 3.7894 -4.7183
C -1.4968 1.8410 -5.0542
H -0.9856 2.1218 -5.9745
C -1.3812 0.5219 -4.6002
H -0.7905 -0.2093 -5.1389
C -0.6730 -2.5121 -3.6728
C -1.2049 -3.2877 -4.7326
H -2.2574 -3.2150 -4.9627
C -0.3313 -4.1123 -5.4550
H -0.7311 -4.6741 -6.2876
C 1.0087 -4.1779 -5.0802
H 1.6862 -4.8480 -5.6564
C 1.5316 -3.4486 -4.0212
H 2.5810 -3.5190 -3.7312
C 0.6804 -2.5773 -3.2908
H 1.0413 -1.9996 -2.4536
Pd 0.4850 -0.0428 1.6090
C 1.4767 1.5219 0.5233
C 1.4022 1.8958 -0.7588
H 2.0904 1.9660 1.3198
C 0.5174 1.0697 -1.7015
O 1.4096 0.6546 -2.7565
H 0.9356 0.0263 -3.3358
C -0.2109 -0.0725 -1.0783
H -0.1454 1.8206 -2.2242
C -0.3477 -0.7525 0.1524
Cl -0.9418 -2.0244 2.7698
P 2.2477 -1.5143 1.4665
P -1.3718 1.2182 2.1786
C 2.3898 -2.5310 2.9454
H 1.4353 -3.0429 3.1138
H 2.6064 -1.8946 3.8069
H 3.2014 -3.2464 2.7830
C 2.3061 -2.6723 0.0694
H 2.6467 -2.1526 -0.8346
H 1.3088 -3.0879 -0.1114
H 3.0092 -3.4805 0.3211
C 3.7897 -0.5877 1.3637
H 3.8648 0.0787 2.2279
H 3.8102 0.0075 0.4455
H 4.6212 -1.2987 1.3682
C -1.5934 1.1202 3.9634
H -0.7813 1.6592 4.4587
H -1.5623 0.0656 4.2580
H -2.5603 1.5658 4.2128
C -1.1665 2.9784 1.8196
H -1.1042 3.1412 0.7379
H -0.2403 3.3326 2.2819
H -2.0204 3.5312 2.2282
C -2.9879 0.8017 1.4574
H -3.1466 -0.2785 1.5422
H -3.0184 1.0975 0.4010
H -3.7626 1.3451 2.0213
P 2.3724 3.3151 -1.4807
C 2.9906 4.3733 -0.1713
C 1.2102 4.1794 -2.5457
H 3.5831 3.7748 0.5393
H 2.1452 4.8529 0.3497
H 3.6257 5.1430 -0.6431
H 0.7750 3.4903 -3.2811
H 1.7478 4.9825 -3.0668
H 0.4050 4.6102 -1.9351
C 3.6925 2.5826 -2.4457
H 4.4285 2.1336 -1.7666
H 4.1629 3.3648 -3.0555
H 3.2476 1.7969 -3.0713
H -1.0767 -1.6644 0.1564
Cl 0.9893 -2.2147 6.3839
C 1.4232 -0.6745 6.9712
C 1.6252 -0.4793 8.3305
C 1.9269 0.8048 8.8228
C 2.0461 1.8827 7.9366
C 1.8940 1.7013 6.5716
C 1.5681 0.4107 6.0307
C 1.3912 0.2362 4.6709
H 1.5399 -1.3240 9.0039
H 2.0651 0.9504 9.8923
H 2.2642 2.8787 8.3246
H 1.9961 2.5365 5.8736
H 1.6774 1.0309 3.9833
H 0.8723 -0.6313 4.2623
*
```

Listed below, in e, are the Mulliken charges computed for each atom: atom 1 (P): 0.06, atom 2 (C): 1.22, atom 3 (C): -0.41, atom 4 (H): 0.45, atom 5 (C): -0.75, atom 6 (H): 0.42, atom 7 (C): -0.44, atom 8 (H): 0.40, atom 9 (C): -0.69, atom 10 (H): 0.46, atom 11 (C): -0.69, atom 12 (H): 0.43, atom 13 (C): 0.95, atom 14 (C): -0.02, atom 15 (H): 0.58, atom 16 (C): -0.85, atom 17 (H): 0.48, atom 18 (C): -0.55, atom 19 (H): 0.43, atom 20 (C): -0.89, atom 21 (H): 0.48, atom 22 (C): -0.92, atom 23 (H): 0.54, atom 24 (C): 0.86, atom 25 (C): -0.88, atom 26 (H): 0.54, atom 27 (C): -0.79, atom 28 (H): 0.44, atom 29 (C): -0.54, atom 30 (H): 0.36, atom 31 (C): -0.78, atom 32 (H): 0.47, atom 33 (C): 0.97, atom 34 (H): -0.16, atom 35 (Pd): -1.52, atom 36 (C): -1.86, atom 37 (C): 1.06, atom 38 (H): 0.72, atom 39 (C): 2.07, atom 40 (O): -0.66, atom 41 (H): 0.17, atom 42 (C): 0.03, atom 43 (H): -0.73, atom 44 (C): -0.67, atom 45 (Cl): -0.36, atom 46 (P): 1.16, atom 47 (P): 1.11, atom 48 (C): -1.38, atom 49 (H): 0.32, atom 50 (H): 0.38, atom 51 (H): 0.60, atom 52 (C): -1.32, atom 53 (H): 0.26, atom 54 (H): 0.27, atom 55 (H): 0.60, atom 56 (C): -1.36, atom 57 (H): 0.32, atom 58 (H): 0.19, atom 59 (H): 0.48, atom 60 (C): -1.32, atom 61 (H): 0.34, atom 62 (H): 0.27, atom 63 (H): 0.58, atom 64 (C): -1.35, atom 65 (H): 0.15, atom 66 (H): 0.35, atom 67 (H): 0.50, atom 68 (C): -1.04, atom 69 (H): 0.34, atom 70 (H): -0.01, atom 71 (H): 0.54, atom 72 (P): 1.39, atom 73 (C): -1.18, atom 74 (C): -1.20, atom 75 (H): 0.37, atom 76 (H): 0.40, atom 77 (H): 0.42, atom 78 (H): 0.25, atom 79 (H): 0.51, atom 80 (H): 0.38, atom 81 (C): -1.24, atom 82 (H): 0.43, atom 83 (H): 0.48, atom 84 (H): 0.25, atom 85 (H): 0.26, atom 86 (Cl): -0.17, atom 87 (C): 0.56, atom 88 (C): -0.51, atom 89 (C): -0.44, atom 90 (C): -0.70, atom 91 (C): -0.47, atom 92 (C): 0.41, atom 93 (C): -0.50, atom 94 (H): 0.43, atom 95 (H): 0.39, atom 96 (H): 0.37, atom 97 (H): 0.32, atom 98 (H): 0.15, atom 99 (H): 0.21